15
Properties=species:S:1:pos:R:3:forces:R:3 method="wB97M-V/def2-TZVPD" spin_multiplicity=1
H -1.560143 -0.443593 2.877800 -5.1185 -1.0951 6.4346
N -1.007682 -0.386650 2.180870 4.1764 2.5267 -4.3128
C -0.207107 0.626910 2.453975 -1.1619 -4.6697 -0.2054
N 0.787924 0.893221 1.610115 -1.1340 1.6987 -4.2725
C 0.351110 0.670653 0.318904 -0.8980 -2.1960 3.3733
N -0.855501 0.119405 -0.185915 4.2007 -0.7003 -4.9087
C -0.270113 -0.716327 -1.683424 -2.4179 1.4124 -1.1950
C 1.173480 0.036122 -1.855550 0.8269 -1.6281 2.6941
O 1.297812 0.818026 -0.544531 0.9751 -0.5176 -3.3677
H -0.140017 0.866723 3.481125 0.1685 1.3467 1.0181
H -1.698814 -0.251724 0.228267 1.0789 -0.0798 0.6867
H -1.147642 -0.384902 -2.538130 2.8606 -0.6213 2.4099
H -0.301972 -1.939817 -1.803987 0.3835 3.2618 1.3399
H 1.377704 0.714580 -2.678066 -0.9702 0.2739 0.0332
H 2.200962 -0.622628 -1.861453 -2.9703 0.9876 0.2724

***

15
Properties=species:S:1:pos:R:3:forces:R:3 method="wB97M-V/def2-TZVPD" spin_multiplicity=1
C 2.167187 0.745806 -0.689732 -1.9202 -2.9842 -0.7060
C 0.625291 0.544284 -0.471978 1.9524 -2.1555 1.3530
C -0.362206 1.496071 -0.382588 0.2942 0.5906 -0.5368
C -0.006364 -0.580000 0.097553 0.2938 2.6734 -1.3328
H 2.733408 0.211609 0.094654 -0.2042 0.9456 -0.0183
H 2.378267 1.749701 -0.896029 0.5040 1.5650 0.4508
H 2.496648 0.224005 -1.601365 -0.2505 0.0137 0.0470
H -0.141575 2.439701 -0.834763 -0.8991 0.8902 0.3691
H -2.281008 -1.846343 0.083521 -0.8586 2.8684 2.3809
H -2.677356 -1.116020 1.774302 1.4224 0.6299 -3.2599
H -0.166949 -2.024812 1.330773 2.7330 0.0343 -4.9776
N -1.480195 1.039843 0.142278 -0.5243 4.1540 -0.9917
N -1.255754 -0.181047 0.456999 0.0364 -1.1454 0.3456
N -2.417047 -0.884258 0.693696 -0.4631 -5.1943 0.7678
O 0.387652 -1.818540 0.202678 -2.1162 -2.8858 6.1088

***

15
Properties=species:S:1:pos:R:3:forces:R:3 method="wB97M-V/def2-TZVPD" spin_multiplicity=1
H 2.957914 -0.598563 -0.262817 -0.1578 0.0792 -0.2288
N 2.043236 -1.043390 -0.380868 0.0248 0.3767 0.0019
C 1.082586 -0.263070 -0.134065 -0.2318 -1.2497 1.1315
N 1.161461 1.106872 0.388112 -0.0809 -0.5164 -0.5314
O -0.157050 1.713712 0.214658 -0.8046 -0.5804 -0.6174
C -0.774016 0.721476 -0.669192 0.6522 1.1254 -1.1805
C -1.663931 -0.498037 -0.716724 -0.4444 -0.1563 -0.5975
C -0.389467 -0.589961 0.049023 0.5766 0.1135 0.1892
N -0.775019 -0.565894 1.470908 1.2641 0.8529 0.4253
H 1.820043 1.629786 -0.180304 -0.1225 0.3023 -0.0550
H -0.369876 0.888829 -1.736559 -0.1040 -0.4362 1.8827
H -2.584274 -0.613154 -0.146337 0.5415 -0.2229 0.0738
H -1.674266 -0.941260 -1.712050 -0.3062 0.5733 -0.0658
H -0.234489 -1.291150 1.974384 -0.4225 0.5054 -0.5494
H -0.442855 0.343808 1.841837 -0.3844 -0.7669 0.1215

***

15
Properties=species:S:1:pos:R:3:forces:R:3 method="wB97M-V/def2-TZVPD" spin_multiplicity=1
C -0.296147 -0.495697 0.270717 -2.8482 0.3269 1.7401
C -1.421237 -1.027850 -0.566387 4.5322 -1.4866 -1.7811
C -0.873448 0.345746 -0.756207 0.3026 1.5562 -3.2693
C 1.033638 -0.188757 0.038486 5.8754 -2.7094 -0.1948
H -1.025310 -0.916603 2.234937 1.8562 5.1083 -2.6505
H -1.102020 -1.900848 -1.319338 -1.0874 2.5069 1.3401
H -2.260565 -1.098069 -0.124408 -5.8394 -1.4352 3.4786
H -0.440899 -0.042742 -1.738187 0.6157 2.9920 0.8732
H -0.603432 1.949717 0.838939 0.2748 -0.8153 -2.2241
H 2.067008 1.776628 -0.246685 -4.4892 -1.8710 0.1728
H 2.849135 -0.497437 0.214360 -0.2278 -1.3253 -0.9616
N -0.350831 1.833800 -0.208297 0.7906 -2.5635 -0.9019
N 1.034765 1.190040 -0.233013 4.0150 2.1404 0.8534
N 2.012994 -1.133314 0.052803 -1.2764 4.9602 0.9675
O -0.623646 0.205390 1.542282 -2.4942 -7.3846 2.5575

***

Energy above the lowest of the compared OMol25 structures with the same formula, charge and spin list, top to bottom, in kJ/mol: 543.03; 468.48; 631.10; 1088.36